Here is 12 unconnected molecules or ions with the total composition C35H65Cl6N9O2 from the Open Molecules 2025 dataset. Energies are from wB97M-V/def2-TZVPD.

Values from the calculation:
* total charge: 0
* HOMO energy: -8.78 eV
* SMILES: CC1(C)CCCC(C)(C)N1O.CC1(C)CCCC(C)(C)N1O.ClCCl.ClCCl.ClCCl.CC#N.CC#N.CC#N.CC#N.CC#N.CC#N.CC#N
* LUMO energy: 0.3 eV
* energy: -129985.2209 eV

Geometry (Å):
C  0.536  0.407  -2.374
C  0.892  0.728  -0.955
C  1.052  2.242  -0.877
C  -0.243  0.254  -0.082
C  0.052  0.230  1.373
C  1.307  -0.650  1.606
C  2.511  -0.243  0.858
C  3.168  0.967  1.523
C  3.407  -1.508  0.891
N  2.021  -0.152  -0.557
O  3.198  0.324  -1.344
H  0.299  -0.649  -2.490
H  -0.395  0.997  -2.545
H  1.315  0.755  -3.067
H  0.084  2.703  -1.085
H  1.445  2.513  0.082
H  1.743  2.469  -1.692
H  -1.215  0.662  -0.387
H  -0.333  -0.792  -0.347
H  0.277  1.227  1.741
H  -0.776  -0.249  1.855
H  1.043  -1.692  1.205
H  1.527  -0.757  2.690
H  4.050  1.337  1.061
H  3.403  0.818  2.582
H  2.361  1.713  1.426
H  3.769  -1.743  1.906
H  4.275  -1.351  0.242
H  2.865  -2.380  0.472
H  3.533  1.173  -1.024
C  -3.462  -1.631  -2.607
C  -4.469  -0.803  -1.705
C  -3.808  0.489  -1.108
C  -5.727  -0.466  -2.513
C  -6.948  -0.139  -1.702
C  -7.262  -1.279  -0.731
C  -6.051  -1.666  0.144
C  -5.773  -0.557  1.187
C  -6.264  -2.981  0.926
N  -4.903  -1.832  -0.741
O  -3.736  -2.011  0.065
H  -3.347  -1.266  -3.571
H  -2.441  -1.679  -2.109
H  -3.894  -2.642  -2.776
H  -3.151  0.234  -0.281
H  -3.180  0.992  -1.852
H  -4.541  1.232  -0.814
H  -5.472  0.366  -3.183
H  -5.971  -1.314  -3.168
H  -6.849  0.847  -1.184
H  -7.750  -0.058  -2.447
H  -7.574  -2.138  -1.375
H  -8.097  -1.020  -0.085
H  -4.856  -0.771  1.682
H  -6.548  -0.595  1.989
H  -5.766  0.418  0.756
H  -6.170  -3.848  0.322
H  -7.194  -3.094  1.418
H  -5.477  -3.031  1.620
H  -3.544  -2.954  0.073
Cl  3.150  -0.085  5.646
C  1.837  1.033  5.292
Cl  0.308  0.168  5.156
H  1.651  1.660  6.180
H  2.008  1.698  4.447
Cl  1.843  -2.461  -4.254
C  2.292  -2.906  -2.632
Cl  3.642  -4.053  -2.745
H  2.564  -2.031  -2.022
H  1.494  -3.411  -2.088
Cl  7.107  -0.991  -1.961
C  5.682  -0.548  -2.992
Cl  6.135  0.438  -4.336
H  5.300  -1.479  -3.365
H  4.978  0.008  -2.374
C  2.057  -6.536  -0.551
C  1.566  -6.492  0.788
N  1.160  -6.423  1.839
H  1.643  -5.711  -1.108
H  1.845  -7.512  -0.988
H  3.105  -6.389  -0.608
C  -2.593  1.850  2.305
C  -2.425  2.854  1.307
N  -2.285  3.716  0.546
H  -2.952  2.235  3.244
H  -1.688  1.257  2.432
H  -3.338  1.123  1.932
C  6.506  1.502  5.110
C  6.423  2.126  3.829
N  6.452  2.633  2.828
H  7.500  1.624  5.540
H  6.261  0.448  5.005
H  5.842  2.022  5.807
C  5.661  4.791  0.095
C  5.269  3.566  -0.580
N  4.935  2.609  -1.127
H  6.331  5.371  -0.555
H  6.215  4.560  0.981
H  4.774  5.353  0.272
C  -0.170  3.064  -5.410
C  -1.286  3.878  -5.879
N  -2.056  4.624  -6.331
H  -0.462  2.385  -4.615
H  0.582  3.775  -5.047
H  0.298  2.558  -6.296
C  0.619  5.099  0.960
C  0.781  4.076  1.983
N  0.928  3.282  2.825
H  1.460  5.013  0.253
H  0.633  6.106  1.309
H  -0.302  4.974  0.373
C  -1.250  -3.796  2.227
C  -0.639  -3.652  0.886
N  -0.191  -3.716  -0.160
H  -0.678  -4.536  2.797
H  -2.300  -4.085  2.210
H  -1.173  -2.817  2.705